<a>
The following is a DFT calculation (ωB97M-V with the def2-TZVPD basis set) of a 9-piece molecular cluster, C46H80BN6O10 overall.

As for the HOMO energy: -9.43 eV. Its orbital gap is 0.268 hartree.

```
! wB97M-V def2-TZVPD RIJCOSX def2/J DEFGRID3
* xyz 1 1
C -9.48711 -8.89508 11.76838
C -8.18614 -9.31378 11.00725
C -6.93191 -8.62360 11.47555
C -6.78402 -7.23160 10.87573
N -5.67346 -6.36891 11.39915
C -5.65795 -5.02811 10.66021
C -4.20984 -4.92109 10.08730
C -3.35713 -5.88745 10.84546
C -4.34128 -7.03031 11.13970
C -5.75346 -6.12114 12.88511
C -7.00999 -5.40821 13.35187
C -7.08559 -5.16194 14.84420
H -9.98789 -9.76164 12.18163
H -10.13235 -8.39739 11.04034
H -9.25342 -8.10933 12.48586
H -8.25974 -9.35255 9.91908
H -8.04957 -10.36764 11.27136
H -5.99542 -9.17341 11.36359
H -6.93536 -8.45186 12.56284
H -7.72000 -6.68979 10.75432
H -6.41641 -7.43123 9.86140
H -5.90986 -4.19967 11.31153
H -6.32442 -5.03255 9.80297
H -3.85493 -3.89037 10.13557
H -4.22930 -5.11682 9.01176
H -2.93560 -5.42095 11.74179
H -2.46309 -6.25117 10.34077
H -4.04001 -7.64192 11.98375
H -4.33779 -7.57708 10.19613
H -4.88698 -5.50217 13.12428
H -5.72383 -7.05277 13.44785
H -7.83194 -6.09207 13.10075
H -7.18614 -4.49566 12.78167
H -7.20312 -6.03651 15.48750
H -7.87421 -4.45133 15.07799
H -6.14849 -4.75665 15.24476
C -16.33788 -12.40425 5.13087
C -15.70239 -11.35702 6.05177
C -14.23898 -11.02821 5.79174
C -13.37813 -12.26976 5.74231
N -11.87607 -11.99940 5.59907
C -11.12025 -13.33860 5.40331
C -9.92272 -13.32050 6.31722
C -9.91384 -11.94959 6.97143
C -11.32440 -11.48846 6.94616
C -11.57423 -11.08255 4.45995
C -11.96454 -11.53213 3.05144
C -11.62777 -10.41165 2.07693
H -16.10185 -13.42023 5.45988
H -16.05891 -12.31024 4.08030
H -17.42506 -12.35451 5.19067
H -15.97971 -11.58685 7.08081
H -16.24373 -10.43320 5.82402
H -13.92081 -10.38073 6.61586
H -14.19231 -10.40263 4.90020
H -13.58616 -12.86402 4.85251
H -13.43432 -12.91269 6.61784
H -10.87361 -13.55142 4.36679
H -11.84984 -14.10362 5.67286
H -8.99211 -13.36517 5.74616
H -9.83416 -14.13023 7.04124
H -9.24393 -11.27589 6.42949
H -9.47734 -11.97261 7.96867
H -11.41715 -10.40266 6.93546
H -11.92104 -11.90880 7.75367
H -10.49939 -10.93484 4.59068
H -12.10759 -10.14442 4.61170
H -13.03802 -11.73792 3.01248
H -11.50269 -12.45728 2.70827
H -12.15456 -9.46596 2.22324
H -12.09481 -10.71015 1.13239
H -10.55745 -10.27304 1.95513
O -5.57710 -9.48130 8.75704
C -5.36940 -10.63112 8.50034
O -6.15305 -11.44054 7.78588
B -5.56929 -12.80910 7.81026
O -4.32013 -12.67091 8.57008
C -4.21422 -11.49072 9.11969
O -3.33642 -11.14694 9.85770
O -5.44517 -13.28736 6.41026
C -6.22398 -14.33110 6.25053
O -6.51815 -14.80650 5.18374
C -6.85466 -14.71201 7.59793
O -6.38749 -13.83809 8.45467
O -7.67056 -15.56689 7.77556
N -5.19709 -7.09486 7.03780
C -5.38174 -5.82674 6.52414
C -4.14774 -5.25002 6.35581
C -3.15605 -6.20375 6.78199
C -3.86884 -7.25227 7.28114
H -5.90103 -7.79738 7.16629
H -6.36583 -5.46543 6.27686
H -3.91245 -4.33137 5.84304
H -2.09064 -6.07555 6.71569
H -3.48402 -8.23952 7.50130
N -8.80838 -14.63842 10.45266
C -9.43412 -13.42615 10.35172
C -10.56578 -13.42042 11.11251
C -10.80720 -14.76472 11.47747
C -9.66058 -15.48082 11.14992
H -7.87919 -14.77314 10.10309
H -8.90791 -12.62818 9.84670
H -11.27328 -12.62015 11.26924
H -11.63963 -15.07824 12.08454
H -9.28884 -16.47752 11.33030
N -7.28660 -17.94243 9.89940
C -6.75915 -18.29515 11.11920
C -7.56342 -19.25048 11.66411
C -8.60016 -19.51616 10.73256
C -8.41232 -18.69661 9.65902
H -6.82826 -17.30605 9.27403
H -5.83710 -17.86611 11.47404
H -7.29515 -19.82940 12.53374
H -9.26776 -20.36316 10.72982
H -8.86554 -18.67613 8.68264
N -0.88767 -12.16293 11.92931
C 0.11168 -12.69526 12.69508
C 1.31023 -12.17369 12.27583
C 1.04089 -11.36397 11.16584
C -0.30225 -11.35630 10.97615
H -1.85964 -12.36107 12.06272
H -0.06036 -13.28503 13.58146
H 2.24827 -12.39674 12.75729
H 1.80791 -10.85803 10.60049
H -0.93827 -10.82171 10.28813
C -8.35140 -12.19561 2.53558
C -7.36938 -13.32192 2.09535
O -7.70284 -14.52084 2.74925
H -9.32291 -12.38736 2.07521
H -8.04489 -11.22390 2.14346
H -8.44361 -12.27496 3.62032
H -6.33148 -13.02076 2.25053
H -7.58707 -13.50679 1.03862
H -7.13171 -14.60028 3.53366
C -1.57391 -14.03348 8.00852
C -0.60791 -12.93721 7.50385
O 0.55634 -12.93510 8.29850
H -2.42874 -14.13149 7.33316
H -1.77583 -13.85019 9.05769
H -1.08268 -14.98416 7.77739
H -1.09001 -11.97241 7.70365
H -0.39403 -13.14199 6.45886
H 0.41063 -12.55647 9.17227
*
```

<b>
The following is a DFT calculation (ωB97M-V with the def2-TZVPD basis set) of a 9-piece molecular cluster, C46H80BN6O10 overall.

As for the HOMO energy: -8.53 eV. Its orbital gap is 0.243 hartree.

```
! wB97M-V def2-TZVPD RIJCOSX def2/J DEFGRID3
* xyz 1 1
C -7.94614 -3.04098 2.98005
C -7.62358 -4.41964 2.45576
C -6.35754 -4.30728 1.60941
C -6.18992 -5.51140 0.73245
N -4.78790 -5.52553 0.08606
C -3.73218 -5.84831 1.25767
C -2.47648 -6.51809 0.66208
C -3.04491 -7.13498 -0.63075
C -4.53641 -6.81657 -0.61033
C -4.46269 -4.22952 -0.75141
C -5.39675 -4.00827 -1.94471
C -5.35917 -2.77522 -2.77899
H -8.98695 -3.09240 3.29971
H -7.92967 -2.30968 2.17194
H -7.26724 -2.67829 3.75183
H -8.52371 -4.75160 1.93840
H -7.47571 -5.13377 3.26586
H -5.46881 -4.14036 2.21800
H -6.38867 -3.50109 0.87647
H -6.95375 -5.59364 -0.04080
H -6.41506 -6.36137 1.37663
H -3.38927 -4.96754 1.80058
H -4.19783 -6.37241 2.09230
H -1.82994 -5.70002 0.34450
H -1.91183 -7.13259 1.36327
H -2.66712 -6.72277 -1.56640
H -3.00960 -8.22340 -0.58389
H -5.15083 -6.87489 -1.50877
H -4.87118 -7.66191 -0.00915
H -3.42822 -4.43944 -1.02328
H -4.41271 -3.36533 -0.08902
H -6.44981 -4.11344 -1.68375
H -5.23896 -4.84405 -2.62638
H -4.37729 -2.32168 -2.91424
H -6.02405 -2.06129 -2.29283
H -5.77060 -2.89524 -3.78119
C -3.10923 6.86047 4.52275
C -2.13840 8.00640 4.84195
C -0.73946 7.83316 4.16306
C -0.12103 6.33159 4.12910
N 1.23552 6.30772 3.33939
C 2.06231 4.98855 3.66033
C 3.44919 5.17108 3.22051
C 3.61289 6.75736 3.18593
C 2.32203 7.40647 3.72165
C 0.84318 6.44634 1.78592
C -0.20487 5.40808 1.36474
C -0.24889 5.23742 -0.18293
H -3.03237 6.51801 3.49080
H -4.11987 7.05882 4.87963
H -2.88732 5.99860 5.15206
H -1.92009 7.84869 5.89816
H -2.65189 8.96078 4.72544
H 0.05645 8.50477 4.48488
H -0.94645 8.10128 3.12702
H -0.69337 5.40394 4.12792
H 0.24885 6.25401 5.15148
H 1.48449 4.11396 3.36151
H 2.04839 4.84803 4.74114
H 3.45615 4.81360 2.19082
H 4.10982 4.60332 3.87574
H 3.78389 7.22505 2.21633
H 4.30429 7.07665 3.96575
H 2.01348 8.39513 3.38188
H 2.26379 7.50417 4.80570
H 1.75053 6.28090 1.20501
H 0.48010 7.47001 1.69433
H -1.15713 5.72293 1.79156
H -0.08945 4.42834 1.82831
H 0.68151 4.78169 -0.52172
H -0.37634 6.13376 -0.78990
H -1.04659 4.57278 -0.51465
O 5.52701 0.81578 -3.47082
C 4.59148 0.96385 -2.70336
O 3.47887 0.19938 -2.65746
B 2.55460 0.54120 -1.56982
O 3.23384 1.74509 -0.95974
C 4.42654 1.96738 -1.49665
O 5.21762 2.89746 -1.23482
O 2.36056 -0.54061 -0.54829
C 1.06916 -0.89093 -0.52098
O 0.51758 -1.78347 0.12343
C 0.31157 0.08446 -1.47882
O 1.23160 0.76402 -2.14554
O -0.93090 0.18274 -1.62023
N 0.73284 -1.14213 -6.20820
C 1.75568 -1.07864 -7.07524
C 1.30229 -1.06993 -8.42814
C -0.11194 -1.30303 -8.28477
C -0.43169 -1.32519 -6.92493
H 0.70021 -1.17786 -5.19936
H 2.72984 -0.97762 -6.62004
H 1.87941 -0.92503 -9.32943
H -0.71796 -1.57993 -9.13474
H -1.36969 -1.45228 -6.40494
N 7.77926 5.35651 -5.06812
C 6.82889 5.80525 -5.98434
C 7.32304 6.97837 -6.57550
C 8.55189 7.20474 -6.02177
C 8.85484 6.19729 -5.12527
H 7.82241 4.50163 -4.53200
H 5.87753 5.29596 -6.02841
H 6.91530 7.66682 -7.30088
H 9.14872 8.07252 -6.26085
H 9.67537 5.96702 -4.46186
N -5.58943 1.74932 0.24547
C -6.03886 1.47170 1.56308
C -6.89658 2.53456 1.91695
C -6.96556 3.39660 0.85663
C -6.11711 2.96014 -0.14569
H -4.78699 1.26496 -0.13082
H -5.78625 0.55166 2.06915
H -7.40332 2.56251 2.87029
H -7.56599 4.29297 0.80757
H -5.85114 3.40017 -1.09545
N 3.64826 -2.50584 4.20056
C 4.90517 -2.27362 3.78439
C 5.72268 -3.23910 4.30080
C 4.94193 -4.18376 5.07834
C 3.72063 -3.45286 5.19088
H 2.85607 -2.06207 3.75830
H 5.00543 -1.54886 2.99000
H 6.79290 -3.35813 4.21798
H 5.27888 -5.12348 5.49040
H 2.86110 -3.87231 5.69255
C 4.02083 -4.87954 -3.79551
C 2.51388 -5.19851 -4.17005
O 1.68250 -5.00181 -2.99157
H 4.35669 -5.66680 -3.12058
H 4.15442 -3.94389 -3.25253
H 4.80101 -4.80789 -4.55334
H 2.48396 -6.24319 -4.47960
H 2.41580 -4.56075 -5.04854
H 2.10819 -5.45498 -2.26012
C 5.95223 -6.52177 1.07092
C 4.45096 -6.89951 1.07239
O 3.62667 -5.82697 0.54260
H 6.52696 -6.84448 0.20279
H 6.44576 -7.21233 1.75478
H 6.27061 -5.50413 1.29704
H 4.10608 -6.96385 2.10439
H 4.27906 -7.83291 0.53638
H 3.56518 -5.14194 1.21234
*
```

What are the relative energies? In hartree: <a> 0.0000; <b> 0.2236.

<a>
The following is a DFT calculation (ωB97M-V with the def2-TZVPD basis set) of H3N3O3 in the gas phase.

As for the HOMO energy: -10.30 eV. Its orbital gap is 0.402 hartree. As for the structure (SMILES): NN(O)[N+](=O)[O-].

```
! wB97M-V def2-TZVPD RIJCOSX def2/J DEFGRID3
* xyz 0 1
N 0.14207 1.08512 -0.80241
N 0.12092 -0.12142 -0.09705
O 1.26802 -0.83350 0.22246
N -0.89137 -0.31912 0.83508
O -1.87135 0.31812 0.70645
O -0.75629 -1.30878 1.49158
H 0.85675 1.77488 -0.69203
H 0.00542 1.16228 -1.84188
H 1.12583 -1.75758 0.17780
*
```

<b>
The following is a DFT calculation (ωB97M-V with the def2-TZVPD basis set) of a 2-piece molecular cluster, H3N3O3 overall.

As for the HOMO energy (alpha / beta): -8.35 / -9.37 eV. Its orbital gap (alpha / beta) is 0.261 / 0.342 hartree.

```
! wB97M-V def2-TZVPD RIJCOSX def2/J DEFGRID3
* xyz 0 1
N 0.17721 -0.82313 0.28303
N 0.39769 0.13379 -0.55231
N -1.63103 -0.01274 -1.58685
O -1.90562 -1.09027 -1.07977
O -1.99372 0.52811 -2.56954
O 0.52181 1.42564 -0.07586
H -0.73945 -1.19148 0.02980
H 0.38879 -0.52893 1.23609
H 0.14618 1.94317 -0.74998
*
```

<c>
The following is a DFT calculation (ωB97M-V with the def2-TZVPD basis set) of H3N3O3 in the gas phase.

As for the HOMO energy: -10.24 eV. Its orbital gap is 0.389 hartree. As for the structure (SMILES): NN(O)[N+](=O)[O-].

```
! wB97M-V def2-TZVPD RIJCOSX def2/J DEFGRID3
* xyz 0 1
N -0.50706 -0.56324 -1.27518
N 0.33538 0.01236 -0.15803
O 0.40465 1.39894 -0.17064
N 0.19410 -0.55001 1.08320
O -0.09350 -1.70581 1.14310
O 0.49719 0.19139 1.99549
H -0.02303 -0.32062 -2.13354
H -1.41741 -0.10142 -1.24698
H 0.60967 1.63842 0.76257
*
```

What are the relative energies? In hartree: <a> 0.0190; <b> 0.0423; <c> 0.0000.